Entry from the Open Molecules 2025 dataset: a structure of composition C44H46BBr2N11NaO3 (ωB97M-V/def2-TZVPD).

Element x y z (Å)
Br  -1.39756  0.52614  -2.60944
Br  -5.09564  -2.40003  4.47912
Na  0.95567  -0.40282  -0.42954
O  3.20503  -6.75637  4.68673
O  -0.81984  1.78613  0.03730
O  1.25816  -7.02589  3.69051
N  1.15647  -4.82595  -2.85222
N  -0.89782  -0.86470  3.17240
N  -0.03545  -5.01924  -3.47307
N  -0.45596  -2.18593  -0.74247
N  2.55547  -3.63312  -1.08299
N  3.27483  -2.52122  -0.80373
N  1.52581  -1.07146  -2.65420
N  1.45731  -2.37171  -3.01444
N  2.17028  1.57602  0.90513
N  0.03388  -3.39107  -1.11526
N  2.18196  -0.94109  2.00158
C  4.24502  -2.91495  0.00636
C  -1.73944  2.28069  -2.06697
C  -2.01531  -0.32248  2.69247
C  2.22140  -4.86291  3.50410
C  1.99342  -1.26119  -4.85033
C  -3.39351  -1.77424  3.95386
C  -1.42930  2.60377  -0.66913
C  2.04136  -5.79222  -3.20987
C  -0.75464  -4.38142  -0.66110
C  2.67800  2.50090  3.04662
C  -1.90314  5.75662  -4.55951
C  -2.22658  3.19874  -2.94205
C  2.40161  1.42931  2.21119
C  2.37346  0.04806  2.75773
C  -1.83487  3.93297  -0.20604
C  1.41039  -6.64713  -4.07768
C  1.83967  -0.40071  -3.75121
C  -1.02961  -1.86295  4.04521
C  1.22842  -3.15469  2.11947
C  2.16652  -6.29013  3.95338
C  -1.56355  -2.44146  -0.05188
C  -1.17802  3.40813  2.25222
C  2.51268  3.93023  1.14675
C  0.11290  -6.11192  -4.20071
C  -4.27026  5.00328  -4.20166
C  -3.29063  -0.73665  3.04734
C  4.16003  -4.28913  0.28930
C  2.74256  3.77415  2.50142
C  1.74698  -2.50932  -4.32971
C  2.20918  -2.25045  2.52258
C  1.23157  -4.44059  2.61879
C  -3.21632  4.69940  1.70717
C  -3.33678  6.88070  -2.86177
C  -2.50807  4.50868  -2.50234
C  -1.80082  -3.82011  0.04058
C  3.05916  -4.70222  -0.42156
C  -1.77494  4.40574  1.25388
C  -2.32449  4.81355  -1.14325
C  3.20417  -2.66388  3.40349
C  3.20834  -3.96203  3.88698
C  2.21522  2.80109  0.39433
C  -2.25360  -2.35867  4.47207
C  -0.94605  5.69855  1.33513
C  -3.00568  5.53578  -3.50925
B  1.30723  -3.54416  -2.00851
H  -0.85570  6.00678  2.37911
H  2.58421  -5.66855  -0.45071
H  -1.40230  6.52276  0.78461
H  -0.53883  -5.41539  -0.87830
H  -4.66443  5.76344  -4.87911
H  2.85235  2.33590  4.10243
H  -1.21375  3.86326  3.24547
H  -3.67093  7.57584  -3.63350
H  2.52401  -0.05833  3.83729
H  3.06286  -5.78034  -2.87470
H  1.74646  -3.47414  -4.80775
H  3.88072  -6.07744  4.78910
H  4.96122  -2.18976  0.36595
H  -4.06754  4.10705  -4.78945
H  -2.39433  2.90729  -3.97008
H  0.05861  5.53835  0.93887
H  -1.63370  4.82585  -5.06100
H  -5.04436  4.76196  -3.47010
H  0.47080  -5.14907  2.31711
H  -1.74586  2.48202  2.28689
H  4.79750  -4.89233  0.91471
H  -0.71335  -6.47428  -4.79476
H  3.98860  -1.97331  3.68728
H  0.46104  -2.83037  1.42660
H  2.55798  4.90418  0.67863
H  4.00146  -4.23487  4.57539
H  -4.16921  -0.27243  2.62098
H  -2.30855  -3.17646  5.17655
H  2.96746  4.62835  3.12676
H  -2.61790  -4.32748  0.52615
H  2.02099  2.88465  -0.67001
H  -2.15321  -1.62429  0.33697
H  -1.88300  0.47181  1.96502
H  -3.82527  3.79318  1.66872
H  -1.00253  6.16584  -4.09643
H  -3.21043  5.06298  2.73714
H  1.82427  -7.51941  -4.55570
H  -0.11114  -2.30581  4.41558
H  -2.60462  5.80119  -0.80721
H  2.24064  -1.01205  -5.86856
H  -4.13970  6.78935  -2.12636
H  -3.69469  5.45514  1.08177
H  1.93827  0.67483  -3.71486
H  -2.25052  6.46219  -5.31757
H  -2.46480  7.32255  -2.37476
H  -0.14509  3.15696  2.02253

Computed properties:
Spin multiplicity = 2
Electronic energy = -7867.6623 Ha
Net charge = 0
Orbital gap (spin up / spin down) = 0.287 / 0.223 Ha
HOMO level (spin up / spin down) = -8.323 / -8.337 eV
Maximum force = 0.5 eV Å⁻¹

Here are the Mulliken charges for atoms 1 to 2, given in e: number 1, Br, carries -0.11; number 2, Br, carries -0.17